1.
Density functional theory data (ωB97M-V/def2-TZVPD) for a cluster of 10 separate species, C42H60Cl18INO6 in total in a non-equilibrium geometry.

Calculated values
* ΔE to the lowest compared entry with this formula, charge and spin: 0.0 kcal/mol
* HOMO level: -8.7 eV
* largest force on an atom: 0.02658 Eh/bohr
* SMILES string: CC(=O)OCCCCCCCCc1cc(I)c2c(c1)C(=O)c1ccc(ON=O)cc1C2=O.ClCCCl.ClCCCl.ClCCCl.ClCCCl.ClCCCl.ClCCCl.ClCCCl.ClCCCl.ClCCCl

Last column: Mulliken charge in e.
CARTESIAN COORDINATES (ANGSTROEM)
C1 4.15401 -1.53593 -0.23056  -0.668
C2 5.52248 -1.78317 0.34483  0.827
O1 5.69936 -2.29849 1.41529  -0.558
O2 6.57201 -1.34226 -0.42815  -0.355
C3 7.06536 -0.05946 0.00692  -0.875
C4 6.75737 1.03531 -1.03371  -0.548
C5 6.04576 2.22594 -0.39049  -0.543
C6 5.40538 3.16336 -1.41855  -0.594
C7 4.98914 4.48080 -0.75904  -1.015
C8 3.77280 5.11095 -1.45717  -1.102
C9 2.48739 4.37002 -1.03241  -0.067
C10 1.64443 5.13110 0.00615  -1.087
C11 0.24487 4.54486 0.06120  0.949
C12 -0.88042 5.35257 0.03380  -0.759
C13 -2.15524 4.79483 0.05200  -0.687
I1 -3.79892 6.08915 -0.00701  0.150
C14 -2.30260 3.41708 0.09529  0.797
C15 -1.15959 2.60598 0.15559  0.757
C16 0.10534 3.16190 0.14354  -0.695
C17 -1.33993 1.12114 0.19426  -0.294
O3 -0.67198 0.39195 0.89514  -0.630
C18 -2.43893 0.62829 -0.67745  0.480
C19 -2.34203 -0.53982 -1.40825  -1.263
C20 -3.39451 -0.91876 -2.23101  -0.606
C21 -4.52218 -0.10962 -2.29994  0.883
O4 -5.57567 -0.42345 -3.12156  -0.407
N1 -5.05471 -0.97242 -4.41299  0.190
O5 -5.48639 -2.02395 -4.58161  -0.258
C22 -4.63770 1.04185 -1.53565  -0.448
C23 -3.58414 1.42612 -0.72879  0.457
C24 -3.61178 2.68394 0.08087  -0.585
O6 -4.59802 3.04502 0.67675  -0.526
H1 4.17387 -1.69928 -1.30762  0.097
H2 3.83051 -0.51129 -0.04431  0.122
H3 3.45179 -2.23565 0.21426  0.307
H4 6.60658 0.19881 0.96389  0.462
H5 8.13551 -0.14184 0.19372  0.401
H6 7.68691 1.31498 -1.53042  0.362
H7 6.11219 0.55661 -1.77383  0.344
H8 5.26016 1.82446 0.25634  0.315
H9 6.77080 2.76938 0.22132  0.250
H10 6.14090 3.32916 -2.21063  0.476
H11 4.56282 2.63750 -1.87540  0.317
H12 5.83144 5.17298 -0.79400  0.492
H13 4.70507 4.26475 0.27450  0.382
H14 3.70035 6.18584 -1.29122  0.455
H15 3.88675 4.95000 -2.53261  0.358
H16 1.87217 4.11824 -1.89739  0.520
H17 2.79944 3.41370 -0.60454  -0.056
H18 2.10256 5.09190 0.99394  0.315
H19 1.55360 6.14986 -0.37390  0.384
H20 -0.77727 6.42797 -0.02968  0.415
H21 0.96076 2.50390 0.20069  0.545
H22 -1.43774 -1.12654 -1.31583  0.632
H23 -3.31992 -1.81803 -2.82523  0.550
H24 -5.51792 1.66794 -1.58972  0.520
Cl1 -1.08807 1.59901 6.69032  -0.223
C25 -1.60620 1.51566 4.98212  -0.054
C26 -0.46132 1.26847 4.03916  0.048
Cl2 0.65603 2.65756 3.92206  -0.207
H25 -2.12421 2.44276 4.74750  0.351
H26 -2.31611 0.69477 4.90871  -0.034
H27 -0.84633 1.09710 3.04065  -0.265
H28 0.12221 0.40058 4.33499  0.386
Cl3 -5.72549 0.00751 0.78733  -0.042
C27 -6.40256 -1.46537 1.54250  -0.539
C28 -7.18887 -2.28304 0.55268  -0.460
Cl4 -8.70121 -1.46737 0.05980  -0.212
H29 -7.00479 -1.16084 2.38646  0.223
H30 -5.55956 -2.04652 1.91445  0.305
H31 -7.47272 -3.23090 1.00362  0.366
H32 -6.61134 -2.48589 -0.34631  0.351
Cl5 -4.90669 0.02265 -6.87850  -0.152
C29 -4.94262 1.78244 -7.15840  -0.406
C30 -3.72712 2.26452 -7.90663  -0.441
Cl6 -2.24363 2.13770 -6.92658  -0.174
H33 -5.03217 2.27111 -6.19084  0.289
H34 -5.83918 1.99541 -7.73814  0.322
H35 -3.84992 3.31509 -8.16445  0.296
H36 -3.57386 1.69778 -8.82122  0.316
Cl7 -4.63790 10.23939 0.30871  -0.173
C31 -5.46230 9.69034 1.79103  -0.470
C32 -4.52569 9.60793 2.96863  -0.467
Cl8 -3.33039 8.30158 2.77829  -0.123
H37 -5.91828 8.72582 1.58146  0.287
H38 -6.25234 10.40939 2.00109  0.329
H39 -5.09506 9.39230 3.87136  0.291
H40 -3.98486 10.53932 3.11546  0.326
Cl9 2.69280 -5.36680 -0.61548  -0.196
C33 3.28615 -5.48343 -2.29573  0.158
C34 3.74606 -4.15399 -2.82568  -0.187
Cl10 2.39412 -3.00779 -3.06050  -0.170
H41 2.48863 -5.90514 -2.90283  0.355
H42 4.13186 -6.16966 -2.29304  -0.389
H43 4.21968 -4.28814 -3.79665  0.379
H44 4.46439 -3.69043 -2.15437  0.068
Cl11 5.88874 -7.31103 -3.34892  -0.226
C35 7.21458 -7.99108 -2.35533  0.211
C36 7.13085 -7.51013 -0.93105  -0.520
Cl12 7.48318 -5.76608 -0.79358  -0.157
H45 8.16328 -7.71424 -2.81742  -0.288
H46 7.11653 -9.07489 -2.39090  0.368
H47 7.86734 -8.03406 -0.32593  0.248
H48 6.14468 -7.68435 -0.50648  0.374
Cl13 -10.65732 -4.12536 5.67160  -0.190
C37 -10.62022 -2.63840 4.68919  -0.552
C38 -9.79608 -2.79975 3.43939  -0.347
Cl14 -8.05437 -2.97132 3.79969  -0.172
H49 -10.23950 -1.83467 5.31424  0.328
H50 -11.64919 -2.40975 4.41760  0.345
H51 -9.90263 -1.91806 2.80907  0.223
H52 -10.10361 -3.67056 2.86655  0.382
Cl15 10.33949 -7.63147 -3.17015  -0.209
C39 11.61411 -8.24723 -2.08216  -0.453
C40 11.43114 -9.70377 -1.74808  -0.441
Cl16 10.00685 -10.00072 -0.71788  -0.174
H53 11.61769 -7.62398 -1.19177  0.318
H54 12.56208 -8.11556 -2.60095  0.342
H55 12.29904 -10.05990 -1.19602  0.316
H56 11.32038 -10.30521 -2.64657  0.314
Cl17 -4.84910 -0.06872 4.86960  -0.119
C41 -5.67585 -0.66761 6.33192  -0.468
C42 -4.75953 -0.67284 7.52854  -0.461
Cl18 -3.46952 -1.89174 7.37507  -0.185
H57 -6.06018 -1.66079 6.11725  0.270
H58 -6.51965 -0.00400 6.51463  0.309
H59 -5.32913 -0.92015 8.42290  0.362
H60 -4.28755 0.29632 7.67336  0.302



2.
Density functional theory data (ωB97M-V/def2-TZVPD) for a structure of composition C42H60ClN6OP3RhSi2.

Calculated values
* HOMO level (alpha / beta): -9.6 / -10.8 eV
* multiplicity: 5
* charge: +1
* largest force on an atom: 0.01221 Eh/bohr

Last column: Löwdin spin population.
CARTESIAN COORDINATES (ANGSTROEM)
Rh1 -1.51845 0.08410 -0.02732  2.336
C1 -3.07214 -1.62408 -3.59542  0.000
Si1 -1.77631 -0.26939 -3.60731  0.014
C2 -0.67063 -0.47081 -5.10365  0.006
C3 -2.67640 1.36736 -3.72625  0.000
N1 -0.86872 -0.33894 -2.14226  0.095
P1 0.66192 -0.33602 -1.73746  0.119
C4 0.82786 -0.24148 -0.03420  0.781
P2 0.61885 -0.33000 1.65659  0.128
N2 -0.93075 -0.41913 2.03621  0.122
Si2 -1.85658 -1.23996 3.25306  0.016
C5 -3.65448 -0.79267 2.99358  0.000
C6 -1.64706 -3.10688 3.17612  0.001
C7 -1.42020 -0.64444 4.97612  0.007
C8 1.42026 1.13669 2.33229  0.025
C9 2.66063 1.54630 1.84396  0.011
C10 3.29194 2.64777 2.39701  0.001
C11 2.69334 3.33822 3.44578  0.003
C12 1.46134 2.93103 3.93502  0.002
C13 0.82149 1.83282 3.37440  0.006
C14 1.55084 -1.74096 2.29662  0.016
C15 1.87719 -1.80548 3.64976  0.004
C16 2.48085 -2.94060 4.16805  0.001
C17 2.76685 -4.01633 3.33702  0.003
C18 2.46809 -3.94778 1.98371  0.001
C19 1.86707 -2.81075 1.46374  0.011
C20 1.49737 -1.86701 -2.22772  0.021
C21 2.86952 -2.01149 -2.01991  0.009
C22 3.49330 -3.21435 -2.30231  0.000
C23 2.74931 -4.28643 -2.78609  0.006
C24 1.38492 -4.15091 -2.99015  0.000
C25 0.75980 -2.94163 -2.71093  0.007
C26 1.65624 1.01849 -2.39421  0.020
C27 1.71886 2.21422 -1.67942  0.016
C28 2.45179 3.28152 -2.17501  0.001
C29 3.11899 3.16275 -3.38762  0.004
C30 3.05550 1.97539 -4.10421  0.001
C31 2.32811 0.90304 -3.60827  0.004
H1 -3.51457 -1.73509 -4.58922  0.000
H2 -3.88608 -1.39461 -2.90253  0.000
H3 -2.65422 -2.59321 -3.30709  0.000
H4 -1.28386 -0.55535 -6.00545  0.001
H5 -0.04772 -1.36644 -5.04596  0.000
H6 -0.01408 0.39216 -5.23518  0.000
H7 -3.50296 1.31024 -4.44008  0.000
H8 -2.00675 2.16567 -4.05440  0.000
H9 -3.08534 1.64917 -2.75179  0.001
H10 -3.98796 -0.98792 1.97276  0.001
H11 -3.81997 0.26601 3.21405  0.000
H12 -4.29460 -1.37340 3.66318  0.000
H13 -0.72384 -3.40355 2.67203  0.000
H14 -2.48300 -3.58123 2.65310  0.000
H15 -1.61310 -3.52912 4.18378  0.000
H16 -1.62522 0.42162 5.10085  0.000
H17 -0.37898 -0.82658 5.24725  0.000
H18 -2.04016 -1.17938 5.70187  0.001
H19 3.12449 1.00479 1.02704  0.004
H20 4.25255 2.96712 2.01400  0.000
H21 3.19223 4.19432 3.88163  0.000
H22 0.99610 3.46840 4.75187  0.000
H23 -0.14978 1.51895 3.73609  0.001
H24 1.67261 -0.96292 4.30059  0.000
H25 2.73337 -2.98417 5.21956  0.000
H26 3.23716 -4.90229 3.74332  0.000
H27 2.70563 -4.77592 1.32798  0.000
H28 1.66697 -2.75284 0.39922  0.006
H29 3.44884 -1.18066 -1.63184  0.001
H30 4.55889 -3.32039 -2.14436  0.000
H31 3.23814 -5.22772 -3.00230  0.000
H32 0.80465 -4.98465 -3.36393  0.000
H33 -0.30852 -2.83322 -2.85727  0.000
H34 1.18840 2.30983 -0.73719  0.007
H35 2.50575 4.20429 -1.61048  0.000
H36 3.69466 3.99460 -3.77275  0.000
H37 3.57888 1.88089 -5.04678  0.000
H38 2.29660 -0.02634 -4.16491  0.000
Cl1 -0.67094 -5.62116 -0.20576  0.001
C32 -1.88805 -4.39935 -0.26520  0.001
C33 -3.22445 -4.72270 -0.41538  -0.002
C34 -4.14384 -3.68605 -0.43228  0.003
C35 -3.69088 -2.38552 -0.30127  0.008
N3 -2.40041 -2.08172 -0.15853  0.055
C36 -1.51406 -3.07251 -0.14167  0.003
H39 -3.52974 -5.75606 -0.51027  0.000
H40 -5.20086 -3.88149 -0.54547  0.000
H41 -4.38449 -1.55313 -0.31286  0.002
H42 -0.47289 -2.80946 -0.01374  0.004
C37 -1.06793 4.35678 -2.18131  0.000
N4 -2.07251 4.51203 -1.13756  0.003
C38 -2.59710 5.86025 -0.98394  0.001
P3 -2.45978 3.31840 -0.08642  0.011
O1 -1.37988 2.27116 -0.12008  0.065
N5 -2.63320 3.88413 1.44812  0.000
C39 -1.43542 4.21307 2.21410  0.000
C40 -3.85298 4.48680 1.95958  0.000
N6 -3.95030 2.74933 -0.50107  0.001
C41 -4.83513 3.36555 -1.47755  0.000
C42 -4.57038 1.72390 0.32115  0.013
H43 -1.48398 4.65012 -3.14904  0.000
H44 -0.74064 3.32202 -2.23449  0.000
H45 -0.19784 4.98613 -1.97231  0.000
H46 -2.94525 6.23714 -1.94882  0.000
H47 -1.83290 6.54475 -0.60420  0.000
H48 -3.44522 5.87741 -0.30205  0.000
H49 -0.57572 3.68503 1.80890  0.000
H50 -1.56849 3.89949 3.25206  0.000
H51 -1.23834 5.29061 2.20264  0.000
H52 -4.69962 4.25300 1.31481  0.000
H53 -3.76351 5.57573 2.02905  0.000
H54 -4.06554 4.10264 2.95977  0.000
H55 -4.27061 4.01271 -2.14340  0.000
H56 -5.62649 3.95018 -0.99540  0.000
H57 -5.30652 2.58724 -2.08149  0.000
H58 -3.82787 1.24073 0.95615  0.008
H59 -5.02906 0.96649 -0.32148  0.001
H60 -5.34980 2.12735 0.97715  0.001